Formula: C21H42BF4NO6S
Source: OMol25
Level of theory: wB97M-V/def2-TZVPD

Output
E_HOMO: -9.04 eV
Total charge: 0
Kohn-Sham gap: 0.3364 hartree
SMILES: CC[C@](CCCF)(O[C@@H](CNCCCCCCCCCCCOC)B(O)O)S(=O)(=O)C(F)(F)F
DFT total energy: -58614.8344 eV

Structure (XYZ):
```
76
C21H42BF4NO6S (wB97M-V/def2-TZVPD)
C -1.623 0.172 1.587
C -2.726 1.100 2.100
C -3.901 1.306 1.106
C -5.222 0.691 1.567
C -5.116 -0.701 2.186
C -4.609 -1.781 1.243
F -3.945 -2.751 2.005
O -3.448 0.879 -0.137
C -4.334 1.009 -1.263
C -3.503 1.543 -2.472
N -2.117 1.086 -2.388
C -1.608 0.411 -3.579
C -0.180 -0.028 -3.300
C -0.124 -1.185 -2.299
C 1.115 -1.179 -1.385
C 2.014 -2.421 -1.516
C 3.524 -2.114 -1.475
C 4.144 -2.312 -0.102
C 5.682 -2.268 -0.127
C 6.266 -0.942 0.369
C 6.604 -0.952 1.851
C 7.160 0.388 2.329
O 8.417 0.188 2.960
C 8.733 1.219 3.857
B -4.966 -0.420 -1.663
O -4.255 -1.417 -2.299
O -6.281 -0.676 -1.339
S -4.253 3.143 1.148
O -5.549 3.430 0.581
O -4.056 3.650 2.480
C -2.984 4.028 0.065
F -1.914 3.255 -0.221
F -3.585 4.444 -1.070
F -2.564 5.118 0.764
H -0.944 -0.015 2.417
H -1.990 -0.795 1.266
H -1.054 0.656 0.804
H -3.090 0.794 3.072
H -2.242 2.061 2.260
H -5.966 0.655 0.779
H -5.630 1.355 2.330
H -4.520 -0.739 3.091
H -6.125 -0.982 2.483
H -3.885 -1.420 0.517
H -5.408 -2.305 0.727
H -5.171 1.679 -1.064
H -3.539 2.629 -2.509
H -3.941 1.151 -3.389
H -1.509 1.877 -2.244
H -1.632 1.063 -4.460
H -2.187 -0.484 -3.799
H 0.300 -0.336 -4.230
H 0.393 0.823 -2.931
H -1.018 -1.146 -1.682
H -0.155 -2.131 -2.836
H 0.760 -1.165 -0.355
H 1.712 -0.278 -1.504
H 1.793 -2.956 -2.437
H 1.801 -3.124 -0.713
H 4.036 -2.783 -2.164
H 3.680 -1.085 -1.795
H 3.833 -3.272 0.309
H 3.792 -1.565 0.611
H 6.111 -3.074 0.463
H 6.011 -2.420 -1.154
H 7.194 -0.755 -0.174
H 5.609 -0.104 0.134
H 7.353 -1.713 2.057
H 5.713 -1.177 2.436
H 7.307 1.061 1.480
H 6.482 0.852 3.048
H 7.989 1.297 4.651
H 9.701 0.996 4.294
H 8.819 2.183 3.348
H -4.341 -1.313 -3.247
H -6.839 0.094 -1.449
```

Mulliken atomic charge list, values in e, 8 entries: -1.22 -1.07 0.17 -0.59 -0.92 0.61 -0.41 0.27

=====

Formula: C21H42BF5N8O9P2S
Source: OMol25
Level of theory: wB97M-V/def2-TZVPD

Output
E_HOMO: -7.76 eV
Total charge: 0
Kohn-Sham gap: 0.2172 hartree
SMILES: CB(O)C1=C(N)C(=O)C(ON=O)=C(S(=O)(=O)C(F)(F)C(F)(F)F)C1=O.CN(C)P(=O)(N(C)C)N(C)C.CN(C)P(=O)(N(C)C)N(C)C
DFT total energy: -96476.1921 eV

Structure (XYZ):
```
89
C21H42BF5N8O9P2S (wB97M-V/def2-TZVPD)
C 1.263 4.232 7.720
B 0.266 3.252 6.997
O -1.083 3.498 6.938
C 0.820 1.954 6.276
C 1.467 0.939 6.877
N 1.722 0.876 8.241
C 1.952 -0.161 5.995
O 1.941 -1.319 6.299
C 2.468 0.322 4.657
O 3.577 -0.225 4.126
N 4.599 -0.539 5.213
O 5.475 0.178 5.123
C 1.813 1.313 4.051
S 2.205 2.111 2.531
O 2.823 3.370 2.823
O 1.004 2.265 1.770
C 3.334 1.156 1.401
F 4.563 0.973 1.895
F 3.488 1.985 0.353
C 2.757 -0.160 0.808
F 1.615 0.052 0.171
F 3.650 -0.568 -0.116
F 2.640 -1.140 1.696
C 0.600 1.857 4.802
O -0.417 2.181 4.265
H 0.835 5.231 7.783
H 1.470 3.838 8.716
H 2.195 4.272 7.156
H -1.242 4.336 6.486
H 0.890 1.048 8.790
H 2.092 -0.023 8.528
C -0.409 -3.089 -5.330
N 0.729 -3.976 -5.312
C 0.720 -4.964 -6.377
P 2.158 -3.919 -4.367
O 3.161 -3.447 -5.373
N 2.346 -2.630 -3.233
C 1.312 -1.752 -2.702
C 3.621 -1.908 -3.279
N 1.532 -4.977 -3.204
C 0.158 -5.074 -2.769
C 2.518 -5.498 -2.254
H -1.339 -3.668 -5.391
H -0.385 -2.399 -6.184
H -0.495 -2.496 -4.424
H 0.387 -5.945 -6.009
H 1.715 -5.087 -6.810
H 0.056 -4.662 -7.187
H 0.633 -1.354 -3.460
H 1.768 -0.883 -2.235
H 0.741 -2.230 -1.898
H 3.617 -1.109 -4.030
H 4.450 -2.573 -3.507
H 3.832 -1.470 -2.305
H -0.286 -4.113 -2.499
H 0.096 -5.716 -1.891
H -0.476 -5.536 -3.530
H 2.665 -4.817 -1.406
H 3.483 -5.640 -2.744
H 2.215 -6.474 -1.872
C -1.240 2.804 -0.781
N -2.467 2.505 -0.080
C -2.298 2.376 1.359
P -4.080 2.471 -0.642
O -4.633 3.734 -0.056
N -4.393 2.841 -2.305
C -3.429 2.849 -3.396
C -5.453 3.820 -2.551
N -4.034 0.800 -0.925
C -2.896 0.030 -1.372
C -5.336 0.182 -1.178
H -0.454 2.101 -0.481
H -0.879 3.819 -0.572
H -1.333 2.697 -1.859
H -2.271 1.319 1.661
H -3.115 2.860 1.901
H -1.375 2.843 1.696
H -2.498 3.362 -3.148
H -3.838 3.382 -4.253
H -3.215 1.842 -3.769
H -5.086 4.853 -2.494
H -6.259 3.716 -1.831
H -5.887 3.656 -3.540
H -2.400 0.449 -2.252
H -3.217 -0.979 -1.633
H -2.148 -0.081 -0.584
H -5.620 0.247 -2.236
H -6.113 0.672 -0.589
H -5.335 -0.868 -0.880
```

Mulliken atomic charge list, values in e, 8 entries: -0.92 0.40 -0.53 0.05 0.56 -0.58 -0.10 -0.52

=====

Formula: C21H42FI2N4O3
Source: OMol25
Level of theory: wB97M-V/def2-TZVPD

Output
E_HOMO: -11.46 eV
Total charge: +1
Kohn-Sham gap: 0.2898 hartree
DFT total energy: -53459.2908 eV

Structure (XYZ):
```
73
C21H42FI2N4O3 (wB97M-V/def2-TZVPD)
C 2.815 -4.004 -0.649
C 2.849 -2.371 -1.008
C 1.346 -1.779 -0.727
C 0.439 -1.570 -2.108
N -0.768 -0.723 -1.656
C -0.725 0.768 -1.332
N 0.308 1.671 -1.358
C 0.244 3.134 -0.977
I -0.984 3.997 0.636
C 1.105 4.126 -1.738
C 1.006 5.745 -1.329
I 2.489 3.555 -3.364
N -2.152 1.051 -0.917
C -2.944 -0.260 -0.996
C -4.521 -0.254 -0.549
C -5.595 -0.405 -1.779
O -6.906 0.086 -1.248
C -7.387 -0.776 -0.157
C -8.981 -1.236 -0.366
N -2.017 -1.354 -1.476
F -2.363 -2.659 -1.678
H 3.558 -4.583 -1.372
H 1.692 -4.367 -0.763
H 3.102 -4.157 0.497
H 3.579 -1.903 -0.191
H 3.247 -2.190 -2.111
H 0.717 -2.450 0.024
H 1.444 -0.716 -0.228
H 1.044 -1.058 -2.975
H 0.077 -2.650 -2.463
H 1.252 1.303 -1.682
H 1.265 5.919 -0.183
H 1.719 6.421 -1.965
H -0.096 6.127 -1.484
H -4.650 -1.076 0.305
H -4.747 0.796 -0.034
H -5.740 -1.493 -2.183
H -5.289 0.310 -2.663
H -7.357 -0.231 0.905
H -6.795 -1.789 -0.035
H -9.676 -0.315 -0.654
H -8.965 -2.060 -1.221
H -9.359 -1.758 0.631
C -2.642 1.044 5.207
C -1.912 -0.258 4.926
O -2.523 -1.039 3.901
C -2.593 -0.448 2.607
C -1.230 -0.143 2.009
H -3.705 0.861 5.390
H -2.211 1.543 6.080
H -2.570 1.733 4.360
H -1.928 -0.871 5.833
H -0.859 -0.079 4.691
H -3.224 0.447 2.629
H -3.103 -1.172 1.963
H -0.718 0.648 2.564
H -1.333 0.189 0.971
H -0.588 -1.030 2.036
C 8.463 -0.805 -0.979
C 7.259 -0.377 -1.800
O 6.024 -0.503 -1.100
C 5.878 0.282 0.080
C 5.949 1.777 -0.179
H 8.312 -1.806 -0.562
H 9.366 -0.811 -1.598
H 8.637 -0.124 -0.141
H 7.186 -1.028 -2.678
H 7.380 0.642 -2.179
H 6.609 -0.024 0.835
H 4.890 0.045 0.490
H 6.951 2.080 -0.499
H 5.707 2.335 0.731
H 5.251 2.068 -0.970
```

Mulliken atomic charge list, values in e, 8 entries: -0.98 -0.02 -0.29 -0.81 0.49 0.04 0.28 -0.27

=====

Formula: C21H42FN2O5S
Source: OMol25
Level of theory: wB97M-V/def2-TZVPD

Output
E_HOMO: -10.73 eV
Total charge: +1
Kohn-Sham gap: 0.3116 hartree
DFT total energy: -49220.9675 eV

Structure (XYZ):
```
72
C21H42FN2O5S (wB97M-V/def2-TZVPD)
C 0.424 0.206 2.095
C -1.097 0.358 2.071
C -1.724 1.529 1.286
C -3.176 1.083 0.893
S -4.043 0.053 2.147
C -4.115 2.245 0.523
C -5.557 1.790 0.368
O -5.870 1.042 -0.555
N -6.494 2.327 1.315
C -7.588 1.351 1.500
C -7.047 3.589 0.763
O -2.934 0.247 -0.243
C -1.728 0.510 -0.803
O -1.262 -0.129 -1.725
C -1.164 1.763 -0.102
F -1.842 2.793 -0.765
C 0.303 2.061 -0.334
C 0.957 3.044 0.642
C 0.612 4.502 0.333
O -0.607 4.911 0.937
H 0.641 -0.648 2.734
H 0.966 1.037 2.517
H 0.779 -0.070 1.112
H -1.481 -0.568 1.662
H -1.430 0.468 3.092
H -1.783 2.462 1.837
H -4.252 1.035 3.034
H -3.857 2.636 -0.450
H -4.027 3.045 1.249
H -8.138 1.617 2.395
H -8.255 1.330 0.644
H -7.190 0.355 1.646
H -6.861 3.684 -0.304
H -6.615 4.455 1.254
H -8.116 3.626 0.916
H 0.356 2.509 -1.321
H 0.849 1.128 -0.412
H 0.661 2.872 1.668
H 2.032 2.928 0.545
H 0.507 4.645 -0.734
H 1.410 5.144 0.703
H -0.566 4.669 1.859
C 5.184 -4.409 -0.283
C 4.879 -3.398 -1.368
N 3.492 -3.486 -1.961
C 3.347 -4.831 -2.610
C 3.359 -2.489 -3.093
C 3.425 -1.010 -2.746
C 2.369 -3.394 -0.954
C 2.312 -2.203 -0.017
O 3.442 -2.142 0.825
C 3.855 -0.825 1.182
H 5.164 -5.434 -0.650
H 6.193 -4.220 0.078
H 4.515 -4.325 0.569
H 5.559 -3.540 -2.209
H 5.015 -2.387 -1.003
H 4.155 -4.959 -3.325
H 2.387 -4.866 -3.118
H 3.385 -5.604 -1.851
H 2.413 -2.712 -3.584
H 4.164 -2.741 -3.781
H 2.463 -0.628 -2.413
H 3.668 -0.463 -3.656
H 4.187 -0.766 -2.009
H 2.427 -4.306 -0.364
H 1.451 -3.422 -1.541
H 1.422 -2.352 0.606
H 2.160 -1.271 -0.558
H 3.071 -0.089 1.001
H 4.744 -0.551 0.605
H 4.114 -0.815 2.238
```

Mulliken atomic charge list, values in e, 8 entries: -1.11 -1.19 -0.08 0.18 -0.35 -0.42 -0.01 -0.59

=====

Formula: C21H42Ge2IrO7P2Si
Source: OMol25
Level of theory: wB97M-V/def2-TZVPD

Output
E_HOMO (alpha / beta): -13.20 / -13.19 eV
Total charge: +2
Spin multiplicity: 2
ΔE to the lowest compared entry with this formula, charge and spin: 0.000 eV
Kohn-Sham gap (alpha / beta): 0.2500 / 0.1842 hartree
DFT total energy: -179108.4989 eV

Structure (XYZ):
```
76
C21H42Ge2IrO7P2Si (wB97M-V/def2-TZVPD)
Ir -0.342 0.317 -0.871
C -1.740 -4.434 -0.669
C -1.128 -3.130 -1.199
Ge -1.422 -1.693 0.085
C -3.310 -1.205 0.301
C -3.614 -0.552 1.644
C -0.616 -1.988 1.798
C 0.432 -1.285 2.235
Ge 1.353 -0.168 0.920
C 2.008 1.526 1.609
C 1.114 2.111 2.712
C 2.643 -1.216 -0.103
C 3.810 -1.724 0.749
C 0.937 -1.403 3.630
C 2.270 -1.164 3.957
C 2.719 -1.284 5.264
C 1.832 -1.628 6.272
C 0.497 -1.848 5.966
C 0.054 -1.734 4.658
H -1.590 -5.246 -1.379
H -2.814 -4.338 -0.506
H -1.278 -4.730 0.273
H -1.574 -2.868 -2.165
H -0.048 -3.261 -1.330
H -3.825 -2.167 0.207
H -3.647 -0.602 -0.542
H -3.378 -1.220 2.471
H -4.672 -0.297 1.714
H -3.043 0.366 1.806
H -1.081 -2.723 2.453
H 2.127 2.211 0.770
H 3.017 1.338 1.989
H 0.080 2.246 2.382
H 1.468 3.088 3.042
H 1.085 1.462 3.575
H 3.010 -0.606 -0.928
H 2.103 -2.059 -0.545
H 4.354 -0.907 1.226
H 4.523 -2.262 0.124
H 3.470 -2.405 1.527
H 2.988 -0.904 3.185
H 3.761 -1.111 5.494
H 2.177 -1.718 7.293
H -0.204 -2.100 6.750
H -0.996 -1.878 4.439
C 0.832 -0.568 -4.938
C 0.501 0.135 -3.637
O 0.518 -0.812 -2.505
P 1.770 1.325 -3.048
O 3.151 0.631 -3.227
O 1.820 2.537 -4.040
O 1.396 1.625 -1.633
P -1.194 0.924 -3.593
O -1.612 0.966 -5.095
O -2.027 0.125 -2.648
O -1.025 2.413 -3.103
H 1.778 -1.098 -4.834
H 0.910 0.151 -5.752
H 0.045 -1.277 -5.203
H 0.023 -1.622 -2.723
H 3.804 1.038 -3.816
H 1.198 3.263 -3.885
H -2.549 1.060 -5.323
C -1.590 1.920 -0.137
Si -1.560 3.171 -1.612
C -0.331 4.494 -1.311
C -3.296 3.707 -1.870
H -1.537 2.573 0.745
H -0.714 1.218 0.510
H -2.576 1.450 -0.106
H -0.615 5.063 -0.423
H -0.312 5.194 -2.150
H 0.675 4.102 -1.153
H -3.690 4.199 -0.979
H -3.944 2.859 -2.099
H -3.357 4.424 -2.692
```

Mulliken atomic charge list, values in e, 8 entries: 0.03 -1.43 -0.54 0.70 -0.68 -1.17 -0.75 0.72

=====

Formula: C21H42N3O2RuSbSe
Source: OMol25
Level of theory: wB97M-V/def2-TZVPD

Output
E_HOMO (alpha / beta): -10.80 / -10.74 eV
Total charge: +1
Spin multiplicity: 2
ΔE to the lowest compared entry with this formula, charge and spin: 0.127 eV
Kohn-Sham gap (alpha / beta): 0.3031 / 0.2595 hartree
DFT total energy: -105484.6083 eV

Structure (XYZ):
```
71
C21H42N3O2RuSbSe (wB97M-V/def2-TZVPD)
Ru -0.607 1.155 0.121
N -0.682 1.104 -1.955
C 0.700 0.797 -2.412
C 1.653 1.791 -1.783
N 1.390 1.871 -0.334
C 2.220 1.164 0.653
C 1.577 1.474 2.007
N 0.149 1.008 2.032
H -1.361 0.412 -2.262
H -1.001 2.003 -2.310
H 0.781 0.797 -3.501
H 0.932 -0.201 -2.055
H 1.433 2.783 -2.177
H 2.696 1.571 -2.022
H 1.415 2.853 -0.075
H 3.262 1.504 0.652
H 2.211 0.100 0.427
H 1.557 2.557 2.122
H 2.139 1.059 2.844
H -0.390 1.512 2.733
H 0.105 0.030 2.304
Se -1.596 3.385 0.366
C -0.175 4.638 -0.021
C 0.630 5.149 0.997
C 1.668 6.029 0.716
C 1.903 6.437 -0.590
C 1.077 5.977 -1.607
C 0.047 5.091 -1.321
H 0.422 4.874 2.024
H 2.278 6.410 1.524
H 2.703 7.132 -0.808
H 1.224 6.320 -2.623
H -0.612 4.758 -2.117
C -1.758 -4.540 -0.367
C -2.119 -3.079 -0.072
C -3.169 -2.660 -1.102
Sb -0.351 -1.788 0.059
C 0.342 -2.452 2.032
C 1.740 -1.968 2.417
C 0.270 -3.958 2.267
C 0.884 -2.927 -1.321
C 2.366 -2.571 -1.233
C 0.341 -2.804 -2.744
H -2.666 -5.144 -0.290
H -1.019 -4.975 0.292
H -1.399 -4.649 -1.391
H -2.543 -2.999 0.933
H -2.801 -2.820 -2.117
H -3.489 -1.625 -1.016
H -4.046 -3.303 -0.988
H -0.393 -1.983 2.697
H 2.509 -2.466 1.827
H 1.937 -2.209 3.464
H 1.887 -0.900 2.300
H 0.834 -4.517 1.517
H -0.751 -4.326 2.276
H 0.708 -4.192 3.241
H 0.752 -3.960 -1.005
H 2.553 -1.508 -1.411
H 2.932 -3.122 -1.989
H 2.789 -2.823 -0.263
H 0.459 -1.802 -3.155
H -0.714 -3.068 -2.808
H 0.888 -3.480 -3.408
C -4.281 -0.001 1.949
O -2.896 0.367 1.784
C -2.479 0.570 0.512
O -3.220 0.408 -0.441
H -4.391 -0.271 2.995
H -4.532 -0.840 1.305
H -4.920 0.845 1.706
```

Mulliken atomic charge list, values in e, 8 entries: 0.28 -0.60 1.10 -1.04 0.55 0.04 -1.17 -0.29